(1)
{
  "formula": "C5H9NO",
  "method": "wB97M-V/def2-TZVPD",
  "homo_lumo_gap_ev": [6.797, 8.467],
  "de_lowest_kcal_mol": 154.61,
  "total_charge": 0,
  "symbols": ["C", "C", "C", "C", "C", "O", "N", "H", "H", "H", "H", "H", "H", "H", "H", "H"],
  "xyz": [[0.340, -0.570, -1.150], [-1.053, -0.488, -0.799], [1.099, 1.397, 0.202], [-1.299, 0.088, 0.615], [-1.464, -0.642, 1.706], [0.762, -0.049, -2.311], [2.025, 1.206, 1.044], [1.721, -0.130, -2.393], [1.030, -1.177, -0.578], [1.704, 0.587, 1.796], [-1.630, 0.035, -1.563], [-1.423, -1.517, -0.714], [1.296, 2.040, -0.663], [-0.021, 1.111, 0.415], [-1.501, -1.734, 1.722], [-1.588, -0.158, 2.671]]
}

=====

(2)
{
  "formula": "IPt2",
  "method": "wB97M-V/def2-TZVPD",
  "multiplicity": 5,
  "homo_lumo_gap_ev": [9.724, 6.774],
  "de_lowest_kcal_mol": 37.47,
  "s_squared": 6.02,
  "total_charge": 3,
  "symbols": ["Pt", "Pt", "I"],
  "xyz": [[0.627, 0.075, 1.863], [-0.359, 0.591, -1.879], [-0.268, -0.666, 0.016]]
}

=====

(3)
{
  "formula": "C3H10NO",
  "method": "wB97M-V/def2-TZVPD",
  "homo_lumo_gap_ev": 5.902,
  "de_lowest_kcal_mol": 158.09,
  "total_charge": 1,
  "symbols": ["O", "C", "C", "N", "C", "H", "H", "H", "H", "H", "H", "H", "H", "H", "H"],
  "xyz": [[2.834, -0.238, -0.075], [1.586, 0.177, 0.517], [0.515, 0.328, -0.598], [-0.759, 0.535, 0.069], [-3.703, -0.748, 0.046], [3.612, -0.178, 0.507], [1.743, 1.097, 1.062], [1.113, -0.586, 1.191], [0.701, 1.167, -1.290], [0.551, -0.585, -1.242], [-0.978, 1.505, 0.114], [-3.885, -1.790, -0.017], [-2.672, -0.467, 0.066], [-3.947, -0.357, -0.942], [-3.989, -0.190, 0.869]]
}

=====

(4)
{
  "formula": "C3H6N4O",
  "method": "wB97M-V/def2-TZVPD",
  "homo_lumo_gap_ev": [6.663, 6.671],
  "de_lowest_kcal_mol": 114.14,
  "total_charge": 0,
  "symbols": ["C", "C", "C", "N", "N", "N", "N", "O", "H", "H", "H", "H", "H", "H"],
  "xyz": [[-1.088, -0.111, 0.625], [0.663, -0.260, 0.024], [0.731, 1.196, 0.017], [-1.858, -0.617, -0.338], [0.726, -0.955, -1.218], [1.543, -0.465, 1.014], [0.276, 2.302, 0.261], [-1.337, 0.188, 1.753], [-1.400, -0.893, -1.202], [-2.771, -0.977, -0.098], [1.282, -0.461, -1.906], [1.131, -1.866, -1.026], [1.233, -0.202, 1.945], [0.871, 3.120, 0.149]]
}

=====

(5)
{
  "formula": "C4H3AlAuCl2N5O3",
  "method": "wB97M-V/def2-TZVPD",
  "multiplicity": 3,
  "homo_lumo_gap_ev": [6.606, 6.091],
  "de_lowest_kcal_mol": 97.55,
  "s_squared": 2.06,
  "total_charge": 4,
  "symbols": ["Al", "Au", "Cl", "Cl", "C", "C", "C", "O", "O", "O", "N", "N", "N", "C", "N", "N", "H", "H", "H"],
  "xyz": [[-1.421, 0.355, -4.419], [0.767, 1.058, 0.127], [-1.296, -1.684, -3.797], [0.495, 3.295, -0.357], [1.599, 1.806, -1.613], [0.879, 0.512, -2.688], [0.489, 1.009, -4.111], [2.481, 2.423, -2.122], [1.433, -0.548, -2.541], [1.267, 1.575, -4.867], [-2.105, -1.187, 4.036], [-1.051, -0.987, 3.153], [-0.123, -1.955, 2.950], [0.518, -1.488, 1.898], [0.048, -0.233, 1.544], [-1.001, 0.059, 2.350], [-2.491, -0.277, 4.283], [-1.751, -1.704, 4.836], [1.263, -2.028, 1.336]]
}

=====

(6)
{
  "formula": "C23H20BrF9N4O",
  "method": "wB97M-V/def2-TZVPD",
  "homo_lumo_gap_ev": 7.069,
  "de_lowest_kcal_mol": 233.65,
  "smiles": "C=Cc1c(N)c([C@H](F)CC)c(Br)c2nc(-c3ccccn3)cnc12.FC(F)C(F)(F)COC(F)(F)C(F)F",
  "total_charge": 0,
  "symbols": ["C", "C", "C", "C", "N", "C", "C", "F", "C", "C", "C", "Br", "C", "N", "C", "C", "C", "C", "C", "C", "N", "C", "N", "C", "H", "H", "H", "H", "H", "H", "H", "H", "H", "H", "H", "H", "H", "H", "H", "H", "F", "C", "F", "C", "F", "F", "C", "O", "C", "F", "F", "C", "F", "F", "H", "H", "H", "H"],
  "xyz": [[3.584, -6.092, -0.671], [2.494, -5.469, -1.362], [1.736, -4.173, -0.774], [2.571, -2.913, -0.391], [4.030, -3.018, -0.598], [1.844, -1.620, 0.174], [2.717, -0.311, 0.520], [2.336, 0.337, 1.747], [2.758, 0.698, -0.752], [1.435, 1.592, -0.926], [0.284, -1.703, 0.352], [-0.761, -0.163, 1.097], [-0.543, -2.997, -0.045], [-1.966, -2.926, 0.138], [-2.625, -4.126, -0.246], [-4.234, -4.131, -0.108], [-5.010, -3.467, -1.269], [-6.578, -3.426, -1.127], [-7.185, -4.054, 0.179], [-6.181, -4.690, 1.172], [-4.758, -4.747, 1.068], [-1.860, -5.376, -0.762], [-0.456, -5.501, -0.963], [0.161, -4.255, -0.600], [4.051, -5.643, 0.275], [4.018, -7.081, -1.073], [2.200, -5.922, -2.382], [4.563, -2.470, 0.088], [4.303, -2.819, -1.568], [3.814, -0.648, 0.668], [2.948, 0.147, -1.745], [3.638, 1.421, -0.558], [1.711, 2.489, -1.598], [0.975, 1.929, 0.080], [0.579, 1.039, -1.478], [-4.463, -3.036, -2.168], [-7.200, -2.920, -1.935], [-8.315, -4.016, 0.286], [-6.641, -5.170, 2.116], [-2.499, -6.304, -1.014], [0.325, 7.836, 1.808], [1.605, 7.602, 2.156], [2.253, 8.790, 2.043], [2.268, 6.549, 1.268], [2.334, 6.968, -0.019], [3.563, 6.413, 1.684], [1.635, 5.143, 1.307], [0.739, 4.810, 0.240], [-0.608, 5.201, 0.406], [-0.797, 5.647, 1.662], [-1.331, 4.064, 0.303], [-1.073, 6.201, -0.658], [-0.342, 7.337, -0.623], [-2.363, 6.560, -0.450], [1.632, 7.307, 3.209], [2.462, 4.436, 1.187], [1.211, 4.903, 2.286], [-0.987, 5.772, -1.659]]
}

=====

(7)
{
  "formula": "C10H17NO3",
  "method": "wB97M-V/def2-TZVPD",
  "homo_lumo_gap_ev": 9.053,
  "de_lowest_kcal_mol": 112.20,
  "smiles": "OCCOCC#CCN1CCOCC1",
  "total_charge": 0,
  "symbols": ["O", "C", "C", "O", "C", "C", "C", "C", "N", "C", "C", "O", "C", "C", "H", "H", "H", "H", "H", "H", "H", "H", "H", "H", "H", "H", "H", "H", "H", "H", "H"],
  "xyz": [[1.212, 2.159, 0.805], [0.990, 1.468, 2.007], [2.288, 0.867, 2.557], [2.958, 0.062, 1.615], [2.295, -1.136, 1.239], [1.470, -0.991, 0.045], [0.840, -0.815, -0.962], [0.109, -0.727, -2.224], [-1.332, -0.583, -2.192], [-1.862, 0.742, -1.931], [-1.975, 1.054, -0.436], [-2.745, 0.069, 0.229], [-2.191, -1.217, 0.057], [-2.061, -1.578, -1.430], [1.818, 1.623, 0.274], [0.581, 2.187, 2.719], [0.250, 0.666, 1.859], [2.998, 1.664, 2.788], [2.069, 0.298, 3.473], [1.690, -1.524, 2.072], [3.092, -1.857, 1.018], [0.512, 0.115, -2.796], [0.325, -1.648, -2.783], [-1.238, 1.490, -2.422], [-2.865, 0.774, -2.374], [-2.494, 2.000, -0.275], [-0.973, 1.117, 0.006], [-2.869, -1.908, 0.561], [-1.202, -1.266, 0.538], [-1.570, -2.547, -1.535], [-3.067, -1.642, -1.862]]
}

=====

(8)
{
  "formula": "CH4FINP",
  "method": "wB97M-V/def2-TZVPD",
  "homo_lumo_gap_ev": 10.286,
  "de_lowest_kcal_mol": 23.15,
  "smiles": "C/N=P\\F.I",
  "total_charge": 0,
  "symbols": ["C", "N", "P", "F", "H", "H", "H", "I", "H"],
  "xyz": [[-0.771, -0.353, 0.661], [-1.488, -1.330, 1.388], [-1.274, -2.683, 2.038], [0.338, -3.126, 1.780], [-0.674, -0.666, -0.383], [-1.328, 0.586, 0.691], [0.237, -0.199, 1.059], [0.973, -0.110, -3.464], [1.833, 0.638, -2.373]]
}

=====

(9)
{
  "formula": "C20H26FN5O3",
  "method": "wB97M-V/def2-TZVPD",
  "homo_lumo_gap_ev": 9.817,
  "de_lowest_kcal_mol": 23.48,
  "smiles": "C[C@@H]1CN(C(=O)c2n[nH]cc2-c2ccncc2)CC[C@@H]1N(C)C(=O)COCCF",
  "total_charge": 0,
  "symbols": ["C", "C", "C", "N", "C", "O", "C", "N", "N", "C", "C", "C", "C", "C", "N", "C", "C", "C", "C", "C", "N", "C", "C", "O", "C", "O", "C", "C", "F", "H", "H", "H", "H", "H", "H", "H", "H", "H", "H", "H", "H", "H", "H", "H", "H", "H", "H", "H", "H", "H", "H", "H", "H", "H", "H"],
  "xyz": [[0.347, 1.534, 2.522], [-0.084, 0.797, 1.264], [0.270, -0.688, 1.288], [-0.223, -1.342, 0.082], [-1.180, -2.296, 0.187], [-1.601, -2.712, 1.254], [-1.770, -2.800, -1.099], [-1.414, -3.966, -1.601], [-2.161, -4.097, -2.707], [-2.978, -3.049, -2.921], [-2.756, -2.162, -1.892], [-3.349, -0.839, -1.670], [-3.626, 0.020, -2.730], [-4.125, 1.285, -2.462], [-4.354, 1.746, -1.234], [-4.099, 0.915, -0.226], [-3.608, -0.371, -0.384], [0.281, -0.787, -1.168], [-0.036, 0.702, -1.267], [0.363, 1.508, -0.022], [1.759, 2.041, -0.081], [1.751, 3.343, -0.762], [2.835, 1.265, -0.517], [3.399, 1.472, -1.571], [3.428, 0.188, 0.384], [3.232, 0.461, 1.746], [3.846, -0.509, 2.568], [3.594, -0.163, 4.007], [4.308, 0.974, 4.360], [1.431, 1.577, 2.598], [-0.031, 2.559, 2.510], [-0.058, 1.043, 3.409], [-1.180, 0.827, 1.209], [1.346, -0.831, 1.363], [-0.200, -1.175, 2.139], [-2.076, -4.936, -3.253], [-3.658, -3.014, -3.755], [-3.427, -0.279, -3.751], [-4.338, 1.967, -3.277], [-4.302, 1.297, 0.769], [-3.437, -1.000, 0.480], [1.357, -0.965, -1.224], [-0.166, -1.318, -2.005], [0.454, 1.123, -2.149], [-1.114, 0.813, -1.405], [-0.231, 2.422, -0.052], [2.761, 3.740, -0.806], [1.366, 3.284, -1.785], [1.126, 4.020, -0.182], [3.024, -0.798, 0.117], [4.494, 0.170, 0.133], [3.427, -1.507, 2.368], [4.925, -0.549, 2.376], [2.535, 0.042, 4.174], [3.920, -0.980, 4.653]]
}

=====

(10)
{
  "formula": "C14H33Mg2N2O11S4",
  "method": "wB97M-V/def2-TZVPD",
  "homo_lumo_gap_ev": 8.675,
  "total_charge": 1,
  "symbols": ["Mg", "Mg", "N", "O", "O", "O", "C", "O", "O", "O", "C", "C", "N", "H", "H", "H", "C", "S", "O", "C", "H", "H", "H", "H", "H", "H", "C", "S", "O", "C", "H", "H", "H", "H", "H", "H", "C", "S", "O", "C", "H", "H", "H", "H", "H", "H", "C", "S", "O", "C", "H", "H", "H", "H", "H", "H", "C", "C", "O", "C", "H", "H", "H", "H", "H", "H"],
  "xyz": [[0.516, -0.832, 2.027], [1.736, 1.111, -0.643], [2.270, -1.851, -0.427], [1.880, -1.649, 0.697], [2.374, -3.025, -0.833], [2.676, -0.915, -1.158], [-0.541, 0.387, 0.246], [-0.006, 0.405, -0.891], [-0.855, -0.666, 0.752], [0.483, 0.761, 0.903], [-0.127, -2.638, -3.067], [-1.087, -3.715, -2.663], [-1.902, -4.500, -2.389], [0.890, -2.888, -2.766], [-0.288, -1.656, -2.622], [-0.047, -2.648, -4.154], [-3.008, -0.143, 4.792], [-1.761, 0.701, 3.779], [-0.690, -0.331, 3.448], [-0.802, 1.608, 4.986], [-3.315, -1.028, 4.235], [-3.974, 0.363, 4.786], [-2.749, -0.353, 5.830], [-1.468, 2.268, 5.542], [0.000, 2.107, 4.442], [-0.372, 0.949, 5.741], [-0.260, -4.686, 1.153], [-0.406, -4.031, 2.848], [0.177, -2.600, 2.694], [-2.252, -3.879, 2.811], [-0.789, -4.064, 0.431], [-0.708, -5.678, 1.215], [0.796, -4.720, 0.886], [-2.444, -3.199, 1.981], [-2.537, -3.571, 3.817], [-2.758, -4.837, 2.684], [1.740, 3.652, -4.091], [2.042, 1.839, -4.026], [2.110, 1.441, -2.503], [0.350, 1.373, -4.567], [1.926, 4.062, -5.083], [2.428, 4.143, -3.403], [0.725, 4.018, -3.940], [0.433, 0.306, -4.773], [-0.012, 1.935, -5.428], [-0.398, 1.570, -3.799], [4.729, 2.699, -1.492], [4.619, 1.992, 0.207], [3.272, 1.299, 0.303], [5.765, 0.560, -0.211], [5.778, 2.976, -1.587], [4.058, 3.553, -1.584], [4.414, 2.030, -2.293], [6.031, -0.150, 0.572], [6.671, 0.999, -0.629], [5.229, -0.035, -0.950], [-3.550, 1.121, -1.119], [-4.641, 1.888, -0.350], [-5.821, 1.810, -0.644], [-4.252, 2.732, 0.843], [-3.826, 0.732, -2.099], [-3.203, 0.290, -0.505], [-2.712, 1.732, -1.455], [-3.596, 2.320, 1.610], [-5.178, 2.901, 1.391], [-3.787, 3.653, 0.493]]
}